Entry 1:
C26H55BF3N7O8P2 | the ωB97M-V functional and the def2-TZVPD basis

Each atom is followed by the atoms it is bonded to, with distances in Å.
Geometry (Å):
1 O 0.4331 5.3297 -3.6149  C2 1.207
2 C 0.2783 4.1942 -3.2353  O1 1.207, O3 1.389, C20 1.518
3 O 0.2488 3.8575 -1.8883  C2 1.389, C4 1.438
4 C 1.5445 3.5045 -1.3749  O3 1.438, O5 1.387, H26 1.104, H27 1.096
5 O 1.5669 2.2543 -0.7748  C4 1.387, C6 1.424
6 C 1.1873 1.2463 -1.7068  O5 1.424, C7 1.521, H28 1.094, H29 1.108
7 C 1.5160 -0.1633 -1.2405  C6 1.521, C8 1.545, N15 1.480, H30 1.109
8 C 0.9853 -0.5458 0.1586  C7 1.545, C9 1.535, H31 1.091, H32 1.100
9 C -0.4535 -0.1029 0.4566  C8 1.535, O10 1.417, C11 1.557, H33 1.102
10 O -1.2733 -0.1781 -0.6968  C9 1.417, H34 0.965
11 C -0.6002 1.2592 1.1956  C9 1.557, F12 1.339, F13 1.332, F14 1.371
12 F -1.1307 2.2179 0.4257  C11 1.339
13 F 0.5182 1.7101 1.7615  C11 1.332
14 F -1.4900 1.0750 2.2216  C11 1.371
15 N 2.9593 -0.4804 -1.3277  C7 1.480, C16 1.487, H35 1.019
16 C 3.3710 -0.6895 -2.7408  N15 1.487, B17 1.601, H36 1.105, H37 1.101
17 B 4.4762 0.4011 -3.1296  C16 1.601, O18 1.402, O19 1.386
18 O 4.5727 1.5525 -2.3360  B17 1.402, H38 0.965
19 O 5.3572 0.2313 -4.1861  B17 1.386, H39 0.966
20 C 0.0413 3.0273 -4.1764  C2 1.518, C21 1.391, C25 1.377
21 C -1.1984 2.4073 -4.0639  C20 1.391, C22 1.383, H40 1.088
22 C -1.4660 1.3110 -4.8626  C21 1.383, C23 1.383, H41 1.088
23 C -0.4909 0.8662 -5.7361  C22 1.383, C24 1.379, H42 1.090
24 C 0.7351 1.4819 -5.8721  C23 1.379, C25 1.388, H43 1.086
25 C 0.9944 2.5805 -5.0639  C20 1.377, C24 1.388, H44 1.089
26 H 2.3049 3.6005 -2.1699  C4 1.104
27 H 1.7600 4.2167 -0.5702  C4 1.096
28 H 0.1402 1.3100 -2.0182  C6 1.094
29 H 1.7733 1.4224 -2.6300  C6 1.108
30 H 1.0181 -0.8446 -1.9594  C7 1.109
31 H 1.7074 -0.2363 0.9154  C8 1.091
32 H 0.9746 -1.6452 0.1904  C8 1.100
33 H -0.8648 -0.8484 1.1562  C9 1.102
34 H -2.1259 0.2324 -0.5089  O10 0.965
35 H 3.0215 -1.4072 -0.9098  N15 1.019
36 H 2.5321 -0.6094 -3.4554  C16 1.105
37 H 3.8365 -1.6743 -2.9029  C16 1.101
38 H 4.4025 2.3384 -2.8687  O18 0.965
39 H 5.5167 1.1098 -4.5545  O19 0.966
40 H -1.9327 2.7808 -3.3528  C21 1.088
41 H -2.4321 0.8285 -4.7336  C22 1.088
42 H -0.7089 -0.0147 -6.3393  C23 1.090
43 H 1.4907 1.1106 -6.5583  C24 1.086
44 H 1.9437 3.1139 -5.0963  C25 1.089
45 O -5.4856 -0.1232 -2.1574  P46 1.514
46 P -6.0978 -0.4977 -0.8248  O45 1.514, N47 1.721, N50 1.724, N53 1.757
47 N -7.6683 -0.8695 -1.4223  P46 1.721, C48 1.447, C49 1.457
48 C -8.9301 -0.2809 -1.0296  N47 1.447, H56 1.095, H57 1.091, H58 1.094
49 C -7.7764 -1.9700 -2.3709  N47 1.457, H59 1.100, H60 1.092, H61 1.089
50 N -6.0370 1.0879 -0.1503  P46 1.724, C51 1.450, C52 1.459
51 C -7.1462 1.7921 0.4642  N50 1.450, H62 1.096, H63 1.095, H64 1.088
52 C -5.1553 2.0550 -0.7962  N50 1.459, H65 1.096, H66 1.088, H67 1.093
53 N -6.4993 -1.0940 0.7786  P46 1.757, C54 1.490, C55 1.475
54 C -5.3138 -1.0493 1.6803  N53 1.490, H68 1.094, H69 1.091, H70 1.088
55 C -7.0090 -2.4759 0.8667  N53 1.475, H71 1.093, H72 1.089, H73 1.090
56 H -9.0648 -0.2607 0.0571  C48 1.095
57 H -9.7771 -0.8528 -1.4111  C48 1.091
58 H -9.0381 0.7356 -1.4198  C48 1.094
59 H -7.7265 -2.9464 -1.8658  C49 1.100
60 H -6.9671 -1.9384 -3.1037  C49 1.092
61 H -8.7088 -1.9354 -2.9332  C49 1.089
62 H -7.8064 2.2466 -0.2832  C51 1.096
63 H -6.7741 2.5982 1.1043  C51 1.095
64 H -7.7320 1.1538 1.1221  C51 1.088
65 H -5.6011 2.4662 -1.7095  C52 1.096
66 H -4.1979 1.6045 -1.0487  C52 1.088
67 H -4.9356 2.8831 -0.1178  C52 1.093
68 H -4.5199 -1.7182 1.3338  C54 1.094
69 H -5.5965 -1.3384 2.6932  C54 1.091
70 H -4.9030 -0.0441 1.7450  C54 1.088
71 H -6.3509 -3.1909 0.3664  C55 1.093
72 H -8.0074 -2.5625 0.4413  C55 1.089
73 H -7.1086 -2.7727 1.9112  C55 1.090
74 O 3.5989 -2.2093 2.2180  P75 1.513
75 P 4.4295 -1.8848 3.4405  O74 1.513, N76 1.715, N79 1.722, N82 1.756
76 N 4.6764 -0.2177 3.1206  P75 1.715, C77 1.447, C78 1.455
77 C 5.9330 0.4904 3.0074  N76 1.447, H85 1.096, H86 1.091, H87 1.094
78 C 3.4898 0.6211 3.0392  N76 1.455, H88 1.101, H89 1.088, H90 1.089
79 N 5.8004 -2.8343 3.0131  P75 1.722, C80 1.450, C81 1.459
80 C 7.1774 -2.3788 3.0098  N79 1.450, H91 1.096, H92 1.095, H93 1.088
81 C 5.6205 -3.8314 1.9636  N79 1.459, H94 1.097, H95 1.087, H96 1.093
82 N 5.0900 -1.7535 5.0625  P75 1.756, C83 1.489, C84 1.475
83 C 4.9753 -3.0444 5.7953  N82 1.489, H97 1.094, H98 1.091, H99 1.088
84 C 4.4846 -0.7389 5.9459  N82 1.475, H100 1.093, H101 1.089, H102 1.091
85 H 6.6074 0.2871 3.8465  C77 1.096
86 H 5.7873 1.5712 3.0138  C77 1.091
87 H 6.4464 0.2499 2.0718  C77 1.094
88 H 3.0929 0.8577 4.0382  C78 1.101
89 H 2.6992 0.1198 2.4851  C78 1.088
90 H 3.6792 1.5630 2.5263  C78 1.089
91 H 7.4174 -1.8087 2.1052  C80 1.096
92 H 7.8588 -3.2347 3.0470  C80 1.095
93 H 7.4211 -1.7827 3.8868  C80 1.088
94 H 5.6297 -3.3780 0.9652  C81 1.097
95 H 4.6855 -4.3704 2.0935  C81 1.087
96 H 6.4164 -4.5796 2.0086  C81 1.093
97 H 3.9297 -3.3264 5.9519  C83 1.094
98 H 5.4673 -2.9743 6.7664  C83 1.091
99 H 5.4640 -3.8512 5.2541  C83 1.088
100 H 3.3973 -0.8370 6.0024  C84 1.093
101 H 4.7281 0.2712 5.6215  C84 1.089
102 H 4.8909 -0.8292 6.9539  C84 1.091

Results
2S+1 = 1
Calculated total energy = -3016.02483 a.u.
SMILES = O=C(OCOC[C@H](C[C@H](O)C(F)(F)F)NCB(O)O)c1ccccc1.CN(C)P(=O)(N(C)C)N(C)C.CN(C)P(=O)(N(C)C)N(C)C
Orbital gap = 7.781 eV
LUMO energy = -0.26 eV

Entry 2:
C26H55BN5O13S5 | the ωB97M-V functional and the def2-TZVPD basis

Each atom is followed by the atoms it is bonded to, with distances in Å.
Geometry (Å):
1 C 4.4196 1.4638 -1.3630  C2 1.533, H16 1.090, H17 1.095, H18 1.096
2 C 3.3776 1.2647 -0.2565  C1 1.533, O3 1.480, H19 1.095, H20 1.102
3 O 2.4371 2.4026 -0.1472  C2 1.480, C4 1.325
4 C 1.2374 1.8515 -0.0344  O3 1.325, N5 1.319, N15 1.351
5 N 0.2586 1.7844 -0.9166  C4 1.319, C6 1.370
6 C -0.7161 1.0596 -0.2826  N5 1.370, N7 1.324, N14 1.343
7 N -1.8738 0.7177 -0.8276  C6 1.324, C8 1.472, B11 1.510
8 C -2.8896 -0.0935 -0.1365  N7 1.472, C9 1.550, H21 1.102, H22 1.096
9 C -3.4032 0.4954 1.2018  C8 1.550, N10 1.483, H23 1.101, H24 1.096
10 N -2.9681 -0.3226 2.3592  C9 1.483, H25 1.020, H26 1.016
11 B -2.1620 1.1716 -2.2387  N7 1.510, O12 1.378, O13 1.371
12 O -3.3098 1.9017 -2.4559  B11 1.378, H27 0.965
13 O -1.3162 0.8979 -3.2821  B11 1.371, H28 0.969
14 N -0.3261 0.7486 0.9643  C6 1.343, N15 1.359, H29 1.016
15 N 0.9242 1.2527 1.1360  C4 1.351, N14 1.359, H30 1.016
16 H 4.4862 2.5115 -1.6577  C1 1.090
17 H 4.0911 0.8657 -2.2193  C1 1.095
18 H 5.4086 1.0885 -1.0772  C1 1.096
19 H 3.8205 1.0103 0.7120  C2 1.095
20 H 2.7691 0.3908 -0.5391  C2 1.102
21 H -2.4792 -1.1075 -0.0030  C8 1.102
22 H -3.7562 -0.2111 -0.7970  C8 1.096
23 H -4.4995 0.3934 1.1904  C9 1.101
24 H -3.1491 1.5529 1.3410  C9 1.096
25 H -2.5004 0.2778 3.0388  N10 1.020
26 H -2.2860 -1.0235 2.0839  N10 1.016
27 H -4.1133 1.3948 -2.2887  O12 0.965
28 H -1.3722 -0.0224 -3.5812  O13 0.969
29 H -0.7685 0.2351 1.7219  N14 1.016
30 H 1.5407 1.2155 1.9432  N15 1.016
31 C 2.8507 -3.7490 3.2090  C32 1.533, C37 1.525, H38 1.088, H39 1.093
32 C 2.5606 -3.6244 1.7086  C31 1.533, C33 1.533, H40 1.092, H41 1.089
33 C 2.4385 -2.1296 1.3896  C32 1.533, S34 1.800, H42 1.088, H43 1.090
34 S 3.4611 -1.2745 2.5991  C33 1.800, O35 1.452, O36 1.440, C37 1.784
35 O 2.5955 -0.4636 3.4365  S34 1.452
36 O 4.6139 -0.7145 1.9421  S34 1.440
37 C 3.9466 -2.7309 3.5079  C31 1.525, S34 1.784, H44 1.088, H45 1.090
38 H 3.1602 -4.7571 3.4782  C31 1.088
39 H 1.9512 -3.5079 3.7807  C31 1.093
40 H 3.3870 -4.0550 1.1400  C32 1.092
41 H 1.6558 -4.1612 1.4264  C32 1.089
42 H 2.7992 -1.8968 0.3894  C33 1.088
43 H 1.4131 -1.7783 1.5061  C33 1.090
44 H 4.0357 -2.4907 4.5656  C37 1.088
45 H 4.9083 -3.0589 3.1140  C37 1.090
46 C 0.5053 2.5337 4.5069  C47 1.534, C52 1.526, H53 1.093, H54 1.095
47 C -0.0156 3.5913 5.4886  C46 1.534, C48 1.533, H55 1.092, H56 1.090
48 C 0.5550 3.2517 6.8708  C47 1.533, S49 1.797, H57 1.087, H58 1.089
49 S 2.1079 2.3950 6.5784  C48 1.797, O50 1.440, O51 1.437, C52 1.789
50 O 1.9789 1.0376 7.0405  S49 1.440
51 O 3.2016 3.2348 6.9829  S49 1.437
52 C 1.9984 2.3971 4.7929  C46 1.526, S49 1.789, H59 1.089, H60 1.091
53 H 0.3201 2.8204 3.4689  C46 1.093
54 H 0.0014 1.5792 4.6913  C46 1.095
55 H 0.3328 4.5783 5.1776  C47 1.092
56 H -1.1047 3.6217 5.5107  C47 1.090
57 H 0.7468 4.1444 7.4610  C48 1.087
58 H -0.0999 2.5775 7.4202  C48 1.089
59 H 2.4344 1.4795 4.3997  C52 1.089
60 H 2.5496 3.2642 4.4268  C52 1.091
61 C 0.8461 3.8874 -4.4148  C62 1.528, C67 1.521, H68 1.090, H69 1.093
62 C 1.2381 3.0345 -5.6210  C61 1.528, C63 1.538, H70 1.094, H71 1.089
63 C 2.7167 3.3216 -5.9300  C62 1.538, S64 1.798, H72 1.088, H73 1.089
64 S 3.4636 3.7967 -4.3654  C63 1.798, O65 1.438, O66 1.447, C67 1.788
65 O 3.8671 5.1751 -4.4350  S64 1.438
66 O 4.3834 2.7642 -3.9394  S64 1.447
67 C 1.9622 3.7037 -3.3987  C61 1.521, S64 1.788, H74 1.088, H75 1.090
68 H -0.1185 3.5874 -4.0062  C61 1.090
69 H 0.7770 4.9374 -4.7089  C61 1.093
70 H 1.1035 1.9786 -5.3686  C62 1.094
71 H 0.6111 3.2442 -6.4869  C62 1.089
72 H 3.2362 2.4484 -6.3188  C63 1.088
73 H 2.8218 4.1530 -6.6248  C63 1.089
74 H 1.9760 4.4735 -2.6299  C67 1.088
75 H 1.9193 2.7156 -2.9400  C67 1.090
76 C -7.3509 -4.2182 1.7508  C77 1.533, C82 1.525, H83 1.089, H84 1.092
77 C -7.9152 -3.2626 2.8085  C76 1.533, C78 1.534, H85 1.092, H86 1.089
78 C -6.7553 -2.8561 3.7260  C77 1.534, S79 1.796, H87 1.088, H88 1.089
79 S -5.2649 -2.9608 2.7295  C78 1.796, O80 1.441, O81 1.451, C82 1.791
80 O -4.4236 -4.0049 3.2582  S79 1.441
81 O -4.7460 -1.6275 2.4849  S79 1.451
82 C -6.0664 -3.5685 1.2475  C76 1.525, S79 1.791, H89 1.088, H90 1.091
83 H -8.0575 -4.3867 0.9392  C76 1.089
84 H -7.1256 -5.1840 2.2083  C76 1.092
85 H -8.3245 -2.3766 2.3176  C77 1.092
86 H -8.7220 -3.7223 3.3774  C77 1.089
87 H -6.8658 -1.8390 4.0946  C78 1.088
88 H -6.6467 -3.5439 4.5630  C78 1.089
89 H -5.4060 -4.2619 0.7301  C82 1.088
90 H -6.2828 -2.7092 0.6117  C82 1.091
91 C 1.0715 -1.1693 -6.4118  C92 1.534, C97 1.524, H98 1.089, H99 1.094
92 C 2.1892 -1.2367 -5.3626  C91 1.534, C93 1.531, H100 1.092, H101 1.091
93 C 1.6208 -1.9560 -4.1370  C92 1.531, S94 1.795, H102 1.088, H103 1.090
94 S 0.3335 -3.0487 -4.7465  C93 1.795, O95 1.448, O96 1.437, C97 1.791
95 O -0.9365 -2.5886 -4.2258  S94 1.448
96 O 0.7599 -4.4140 -4.6067  S94 1.437
97 C 0.4571 -2.5629 -6.4656  C91 1.524, S94 1.791, H104 1.088, H105 1.090
98 H 1.4507 -0.8606 -7.3851  C91 1.089
99 H 0.3153 -0.4447 -6.0967  C91 1.094
100 H 3.0321 -1.8002 -5.7674  C92 1.092
101 H 2.5577 -0.2454 -5.0961  C92 1.091
102 H 2.3769 -2.5456 -3.6232  C93 1.088
103 H 1.1601 -1.2546 -3.4410  C93 1.090
104 H -0.5279 -2.5832 -6.9267  C97 1.088
105 H 1.1186 -3.2703 -6.9650  C97 1.090

Results
2S+1 = 1
Charge = +1
Calculated total energy = -4291.16355 a.u.
Orbital gap = 9.170 eV
LUMO energy = -2.45 eV

Among the records above, which one has the lowest LUMO energy? C26H55BN5O13S5

What is the formula in the second record? C26H55BN5O13S5